# 1
ORCA calculation (the ωB97M-V functional and the def2-TZVPD basis) on C32H37F18O17Zr as an isolated structure.

Geometry as XYZ:
```
105
Properties=species:S:1:pos:R:3:lowdin_charge:R:1
Zr 2.37 -5.89 11.55 2.133
C 1.99 -6.85 15.79 0.062
C 2.14 -6.82 14.41 -0.258
C 2.37 -8.13 13.54 -0.277
O 2.28 -7.90 12.28 -0.211
C 2.73 -9.28 14.24 0.067
C 2.63 -9.27 15.65 -0.326
C 2.17 -8.07 16.43 -0.346
O 2.11 -8.08 17.66 0.121
O 2.83 -10.34 16.24 0.119
O 2.12 -5.81 13.62 -0.208
H 1.53 -6.03 16.31 0.136
H 3.09 -10.14 13.71 0.121
C 6.31 -7.17 10.42 -0.067
C 5.87 -6.11 11.37 -0.342
O 4.51 -6.08 11.65 -0.344
H 7.37 -7.05 10.20 0.071
H 5.79 -6.96 9.48 0.065
H 6.18 -8.23 10.65 0.077
H 6.23 -5.17 10.94 0.116
H 6.39 -6.10 12.34 0.098
C 11.24 -8.97 16.02 -0.054
C 10.35 -10.11 15.53 -0.188
O 9.64 -9.60 14.39 0.007
C 8.96 -10.47 13.66 -0.392
O 8.83 -11.61 14.01 0.166
C 8.13 -9.87 12.52 -0.565
F 7.81 -10.79 11.63 0.192
F 6.98 -9.40 13.04 0.157
F 8.77 -8.88 11.92 0.162
H 10.69 -8.15 16.48 0.070
H 11.80 -8.59 15.17 0.078
H 11.90 -9.32 16.83 0.084
H 9.68 -10.29 16.38 0.133
H 10.80 -11.09 15.34 0.128
C 5.93 -3.25 13.77 -0.045
C 5.48 -2.37 12.64 -0.123
O 4.15 -1.82 12.89 0.088
C 3.09 -2.56 12.85 -0.351
O 3.12 -3.75 12.59 -0.002
C 1.85 -1.80 13.39 -0.531
F 0.96 -1.57 12.41 0.153
F 1.19 -2.62 14.23 0.172
F 2.13 -0.65 13.94 0.223
H 5.15 -3.93 14.12 0.088
H 6.16 -2.78 14.73 0.092
H 6.78 -3.88 13.52 0.064
H 5.55 -2.86 11.67 0.122
H 6.09 -1.47 12.59 0.134
C 3.70 -11.58 10.42 -0.034
C 3.18 -10.16 10.57 -0.167
O 3.22 -9.65 9.22 0.086
C 2.95 -8.40 8.98 -0.339
O 2.87 -7.46 9.74 0.010
C 2.94 -8.20 7.45 -0.542
F 1.70 -8.12 6.96 0.180
F 3.51 -7.02 7.17 0.166
F 3.56 -9.17 6.80 0.200
H 3.86 -12.20 11.30 0.089
H 4.59 -11.53 9.80 0.087
H 3.05 -12.20 9.79 0.086
H 3.68 -9.55 11.32 0.110
H 2.14 -10.13 10.91 0.132
C 7.47 -6.93 2.14 -0.064
C 7.87 -7.65 3.40 -0.185
O 7.83 -6.77 4.54 0.059
C 7.08 -7.02 5.58 -0.397
O 6.34 -7.97 5.66 0.145
C 7.20 -6.07 6.75 -0.553
F 6.00 -5.56 7.01 0.162
F 7.63 -6.72 7.82 0.163
F 8.03 -5.05 6.48 0.178
H 8.15 -6.19 1.70 0.081
H 6.52 -6.39 2.20 0.085
H 7.39 -7.75 1.42 0.087
H 8.86 -8.10 3.31 0.133
H 7.22 -8.52 3.51 0.120
C 11.70 -12.12 10.92 -0.044
C 11.87 -10.73 11.48 -0.208
O 11.07 -9.80 10.77 0.007
C 11.61 -9.10 9.76 -0.355
O 12.71 -9.32 9.34 0.174
C 10.57 -8.42 8.84 -0.555
F 10.83 -7.10 8.79 0.158
F 10.65 -8.88 7.61 0.195
F 9.33 -8.58 9.29 0.159
H 11.90 -12.17 9.85 0.088
H 10.68 -12.46 11.12 0.078
H 12.30 -12.80 11.53 0.089
H 12.93 -10.51 11.30 0.122
H 11.71 -10.66 12.56 0.120
C 12.44 -4.51 16.98 -0.058
C 10.98 -4.31 16.66 -0.184
O 10.56 -5.21 15.62 0.039
C 9.32 -5.22 15.23 -0.407
O 8.40 -4.54 15.62 0.162
C 9.04 -6.24 14.12 -0.531
F 8.12 -7.10 14.60 0.157
F 8.49 -5.66 13.05 0.153
F 10.12 -6.92 13.74 0.172
H 13.15 -4.54 16.16 0.086
H 12.59 -5.49 17.44 0.080
H 12.70 -3.73 17.69 0.087
H 10.78 -3.26 16.43 0.134
H 10.35 -4.67 17.48 0.136
```

The total charge is +1. The calculation puts the LUMO energy at -5.528 eV. Its energy relative to the best compared isomer or geometry (same formula, charge and spin) is 41.7 kJ/mol. As for the total energy: -4365.09007 a.u. Its highest occupied orbital energy is -10.785 eV.



# 2
ORCA calculation (the ωB97M-V functional and the def2-TZVPD basis) on the molecule C3H2NP.

Geometry as XYZ:
```
7
Properties=species:S:1:pos:R:3:lowdin_charge:R:1
N -3.53 0.48 -0.21 0.157
C -2.45 0.19 0.07 -0.295
C -1.13 -0.16 0.15 -0.171
C 0.09 -0.44 -0.07 -0.167
P 2.26 -0.67 -0.09 0.769
H 2.21 0.15 1.06 -0.146
H 2.56 0.45 -0.92 -0.147
```

Its SMILES is N#CC#CP. The calculation puts the LUMO energy at -0.494 eV. Its energy relative to the best compared isomer or geometry (same formula, charge and spin) is 128.9 kJ/mol. As for the total energy: -511.47899 a.u. Its highest occupied orbital energy is -10.265 eV.



# 3
ORCA calculation (the ωB97M-V functional and the def2-TZVPD basis) on C2H6InO as an isolated structure.

Geometry as XYZ:
```
10
Properties=species:S:1:pos:R:3:lowdin_charge:R:1
H -3.09 1.92 -0.67 -0.058
C 0.58 -1.32 -0.17 -0.048
O -0.27 -0.20 -0.13 -0.439
C 0.27 1.05 0.42 -0.210
H 0.02 -2.16 -0.60 0.114
H 1.46 -1.10 -0.79 0.117
H 0.92 -1.58 0.85 0.117
H 1.15 1.34 -0.19 0.082
H 0.61 0.86 1.45 0.081
In -1.66 1.21 -0.17 1.244
```

The total charge is +1. The calculation puts the LUMO energy at -4.997 eV. Its energy relative to the best compared isomer or geometry (same formula, charge and spin) is 0.0 kJ/mol. As for the total energy: -344.78435 a.u. Its highest occupied orbital energy is -15.353 eV.



# 4
ORCA calculation (the ωB97M-V functional and the def2-TZVPD basis) on the molecule C2H4ClF.

Geometry as XYZ:
```
8
Properties=species:S:1:pos:R:3:lowdin_charge:R:1
C -0.14 -0.02 -0.77 -0.136
C 0.17 -0.10 0.67 -0.955
F -0.75 -0.88 1.14 -0.060
Cl -0.19 1.28 1.67 0.656
H 0.29 0.86 -1.24 0.045
H -1.32 0.11 -0.98 0.136
H 0.58 -0.91 -1.35 0.157
H 1.36 -0.33 0.85 0.157
```

Its SMILES is C[C@H](F)Cl. The calculation puts the LUMO energy at 0.945 eV. Its energy relative to the best compared isomer or geometry (same formula, charge and spin) is 172.3 kJ/mol. As for the total energy: -638.59789 a.u. Its highest occupied orbital energy is -10.929 eV.



# 5
ORCA calculation (the ωB97M-V functional and the def2-TZVPD basis) on C33H69N4O8PdS7 as an isolated structure.

Geometry as XYZ:
```
122
Properties=species:S:1:pos:R:3:lowdin_charge:R:1
Pd -3.05 -0.84 1.76 0.975
C 0.93 0.03 -0.42 -0.074
C -0.37 0.53 0.23 -0.527
C -1.08 1.46 -0.76 -0.049
O -1.18 -0.58 0.68 -0.334
H 1.50 -0.59 0.26 0.064
H 1.63 0.86 -0.53 0.052
H 0.77 -0.45 -1.39 0.055
H -0.03 1.10 1.09 0.077
H -0.44 2.32 -0.90 0.073
H -2.00 1.90 -0.37 0.050
H -1.24 0.88 -1.67 0.047
C -3.94 -4.74 -0.80 -0.244
S -4.37 -3.80 0.69 0.875
O -3.29 -2.69 0.80 -0.683
C -5.94 -2.96 0.20 -0.268
H -2.89 -4.98 -0.95 0.037
H -4.22 -4.11 -1.64 0.051
H -4.59 -5.61 -0.70 0.051
H -6.61 -3.79 -0.05 0.041
H -5.94 -2.39 -0.72 0.035
H -6.32 -2.29 0.98 0.028
C 3.05 -4.76 -3.12 -0.267
S 4.28 -3.47 -2.79 0.899
O 4.75 -3.54 -1.35 -0.592
C 3.15 -2.04 -2.70 -0.254
H 3.43 -5.75 -2.85 0.058
H 3.07 -4.76 -4.21 0.043
H 2.04 -4.72 -2.70 0.047
H 2.08 -2.27 -2.71 0.040
H 3.33 -1.44 -3.60 0.037
H 3.21 -1.41 -1.82 0.040
C -3.38 3.87 1.55 -0.217
S -3.20 2.63 2.96 0.857
O -2.83 1.24 2.38 -0.671
C -1.68 3.32 3.73 -0.260
H -3.80 4.82 1.88 0.057
H -4.12 3.34 0.96 -0.011
H -2.46 3.96 0.96 0.038
H -0.83 3.11 3.06 0.006
H -1.25 2.90 4.64 0.043
H -1.70 4.40 3.89 0.063
C -6.84 0.75 0.00 -0.301
S -5.06 0.93 -0.08 0.689
O -4.47 -0.40 0.29 -0.666
C -4.84 1.17 -1.92 -0.227
H -6.95 0.29 0.98 0.014
H -7.27 0.10 -0.76 0.028
H -7.25 1.75 -0.16 0.035
H -5.66 1.67 -2.44 0.048
H -4.82 0.18 -2.37 0.040
H -3.92 1.71 -2.13 0.026
C 2.74 3.09 -4.75 -0.259
S 2.50 2.02 -3.27 0.821
O 2.09 3.05 -2.28 -0.580
C 0.94 1.25 -3.98 -0.242
H 3.41 3.90 -4.45 0.047
H 1.80 3.57 -5.02 0.057
H 3.26 2.49 -5.49 0.047
H 0.12 1.97 -3.92 0.057
H 0.78 0.29 -3.49 0.010
H 1.00 0.99 -5.04 0.049
C -0.29 -0.35 4.97 -0.228
S -0.90 -2.01 4.43 0.929
O -2.12 -1.66 3.52 -0.656
C 0.46 -2.66 3.37 -0.218
H 0.26 0.07 4.12 0.002
H 0.39 -0.42 5.81 0.053
H -1.00 0.48 5.04 0.053
H 0.17 -3.54 2.80 0.046
H 1.36 -2.89 3.93 0.060
H 0.66 -1.79 2.74 0.032
C 2.95 1.11 4.04 -0.244
S 1.85 2.12 2.98 0.853
O 1.55 3.47 3.61 -0.577
C 3.03 2.49 1.54 -0.181
H 3.04 0.19 3.46 0.047
H 2.44 0.80 4.95 0.035
H 3.86 1.60 4.37 0.064
H 3.91 2.93 2.01 0.054
H 2.63 3.06 0.70 0.048
H 3.33 1.53 1.11 0.024
N 0.40 -3.46 0.06 0.039
C -0.43 -4.53 0.35 -0.152
C 0.32 -5.71 0.24 -0.103
C 1.63 -5.31 0.08 -0.121
C 1.67 -3.90 0.00 -0.149
H 0.04 -2.52 0.13 0.101
H -1.46 -4.39 0.63 0.075
H -0.06 -6.72 0.28 0.093
H 2.49 -5.97 0.04 0.097
H 2.56 -3.29 -0.01 0.089
N -1.96 -1.28 -2.82 0.023
C -1.80 -2.62 -3.00 -0.127
C -2.12 -2.88 -4.34 -0.120
C -2.46 -1.68 -4.97 -0.116
C -2.43 -0.69 -3.99 -0.138
H -1.84 -0.88 -1.90 0.103
H -1.59 -3.24 -2.14 0.090
H -1.97 -3.83 -4.82 0.086
H -2.65 -1.48 -6.02 0.092
H -2.74 0.34 -3.99 0.094
N 0.95 5.88 2.36 0.023
C 0.30 5.57 1.19 -0.144
C 0.17 6.77 0.50 -0.131
C 0.49 7.87 1.33 -0.112
C 0.97 7.27 2.47 -0.142
H 1.33 5.16 2.96 0.072
H 0.10 4.55 0.88 0.092
H -0.25 6.88 -0.49 0.083
H 0.37 8.93 1.17 0.092
H 1.33 7.81 3.34 0.098
N 6.40 -1.67 0.14 0.032
C 7.54 -0.94 0.27 -0.170
C 7.32 0.12 1.06 -0.136
C 5.99 0.06 1.57 -0.096
C 5.39 -0.96 0.81 -0.124
H 6.11 -2.35 -0.55 0.084
H 8.41 -1.14 -0.33 0.111
H 8.04 0.88 1.33 0.092
H 5.49 0.68 2.30 0.062
H 4.37 -1.30 0.70 0.083
```

The calculation puts the LUMO energy (spin up / spin down) at 0.094 / -0.607 eV. The spin multiplicity is 4. As for the total energy: -5034.40439 a.u. Its highest occupied orbital energy (spin up / spin down) is -2.003 / -7.908 eV. The expectation value of S² is 3.76.



# 6
ORCA calculation (the ωB97M-V functional and the def2-TZVPD basis) on the molecule C8H8N4O.

Geometry as XYZ:
```
21
Properties=species:S:1:pos:R:3:lowdin_charge:R:1
C -3.79 0.34 0.01 -0.052
C -2.92 1.47 0.11 -0.055
C -3.33 -1.00 -0.07 -0.076
C -1.56 1.23 -0.04 -0.016
C -1.99 -1.22 -0.06 -0.006
C -1.12 -0.09 -0.09 -0.173
C 2.17 0.23 0.09 -0.254
C 4.56 0.01 -0.13 -0.330
N 1.02 0.73 -0.02 0.179
N 0.79 -1.47 0.07 0.164
N 3.75 1.12 0.02 0.049
N 0.22 -0.31 -0.03 -0.152
O 2.16 -1.13 0.09 0.017
H -4.90 0.33 0.11 0.111
H -3.12 2.53 0.26 0.109
H -3.89 -1.91 -0.05 0.105
H -0.99 2.14 0.07 0.114
H -1.64 -2.17 0.01 0.076
H 4.24 -0.70 -0.81 0.034
H 4.72 -0.48 0.79 0.049
H 5.64 0.34 -0.32 0.108
```

The calculation puts the LUMO energy (spin up / spin down) at -0.770 / -1.630 eV. Its energy relative to the best compared isomer or geometry (same formula, charge and spin) is 806.9 kJ/mol. As for the total energy: -603.61993 a.u. Its highest occupied orbital energy (spin up / spin down) is -8.366 / -6.437 eV.